No. 1
{"formula": "C26H42Cl2N2O9S2", "method": "the ωB97M-V functional and the def2-TZVPD basis", "elements": ["H", "N", "C", "C", "C", "C", "C", "C", "C", "C", "C", "Cl", "C", "C", "Cl", "C", "C", "O", "N", "O", "C", "C", "C", "C", "C", "C", "C", "O", "H", "H", "H", "H", "H", "H", "H", "H", "H", "H", "H", "H", "H", "H", "H", "H", "H", "H", "H", "H", "H", "H", "H", "H", "H", "C", "C", "O", "S", "C", "O", "O", "H", "H", "H", "H", "H", "H", "H", "H", "C", "C", "O", "S", "C", "O", "O", "H", "H", "H", "H", "H", "H", "H", "H"], "coordinates": [[-0.9867, -0.8256, 4.1229], [-0.7752, -1.8090, 4.2810], [0.1087, -2.2080, 3.4624], [0.5824, -3.6271, 3.5977], [0.7751, -1.3644, 2.3799], [-0.1645, -0.6903, 1.4032], [-1.0761, 0.2928, 1.7965], [-1.8677, 0.8606, 0.8164], [-1.7838, 0.4921, -0.5291], [-0.8815, -0.4891, -0.9499], [-0.7527, -0.9016, -2.4080], [-2.3719, -1.0549, -3.1610], [0.1192, -2.1993, -2.5787], [1.5633, -1.8254, -2.9287], [-0.4805, -3.2754, -3.8979], [-0.0819, -1.0585, 0.0585], [-2.7942, 1.3648, -1.2420], [-2.7537, 1.8692, -2.3046], [-3.8484, 1.6106, -0.2173], [-4.2390, 0.2559, 0.1128], [-5.6576, 0.1640, 0.2051], [-6.0249, -1.1983, 0.8411], [-4.8374, -1.8943, 1.5043], [-6.7994, -2.0941, -0.1399], [-7.7005, -3.0876, 0.6180], [-5.9076, -2.8369, -1.1422], [-2.9235, 1.9335, 0.8997], [-2.9742, 2.8960, 1.5762], [1.5210, -3.5915, 4.1551], [0.7263, -4.1160, 2.6391], [-0.1156, -4.1595, 4.2336], [1.4525, -0.6493, 2.8487], [1.4108, -2.0376, 1.8090], [-1.1614, 0.6348, 2.8163], [-0.2630, -0.0991, -2.9496], [0.0303, -2.8000, -1.6856], [2.1854, -1.8370, -2.0346], [1.6258, -0.8271, -3.3538], [1.9438, -2.5144, -3.6724], [0.6237, -1.8164, -0.2379], [-6.0450, 0.9898, 0.7981], [-6.0971, 0.2048, -0.7929], [-6.7188, -0.9533, 1.6461], [-4.5566, -1.4427, 2.4522], [-3.9654, -1.9631, 0.8602], [-5.1276, -2.9226, 1.7278], [-7.4697, -1.4441, -0.7049], [-8.5327, -3.3528, -0.0296], [-8.1004, -2.6514, 1.5305], [-7.1380, -3.9878, 0.8562], [-4.9390, -3.1104, -0.7307], [-5.7338, -2.2359, -2.0320], [-6.3979, -3.7646, -1.4315], [4.5059, 1.9434, -3.8198], [4.1405, 3.2421, -3.1318], [2.7129, 3.4865, -3.1121], [1.8008, 2.6365, -2.1322], [0.3232, 3.5635, -2.3278], [2.2876, 2.7752, -0.7882], [1.6042, 1.3286, -2.6851], [4.1378, 1.0812, -3.2654], [5.5896, 1.8575, -3.8969], [4.0710, 1.9021, -4.8183], [4.5354, 3.2789, -2.1176], [4.5632, 4.0846, -3.6743], [0.4657, 4.5646, -1.9306], [-0.4480, 3.0368, -1.7697], [0.0639, 3.5913, -3.3824], [7.5475, 0.7460, 3.3249], [6.7622, 0.4687, 2.0585], [5.7694, 1.4776, 1.7801], [6.2743, 2.8886, 1.2426], [4.7081, 3.5299, 0.7785], [7.0723, 2.6706, 0.0716], [6.7986, 3.6459, 2.3372], [8.1567, 1.6428, 3.2270], [8.2109, -0.0915, 3.5427], [6.8746, 0.8975, 4.1687], [7.4209, 0.3575, 1.1956], [6.2029, -0.4591, 2.1636], [4.3060, 2.9317, -0.0244], [4.8688, 4.5554, 0.4505], [4.0490, 3.5126, 1.6417]], "atomic_forces_ev_per_a": [[-0.101, 0.002, 0.115], [0.151, 0.178, -0.266], [-0.364, -0.107, 0.214], [0.026, 0.372, 0.399], [-0.048, -0.332, -0.122], [0.097, 0.134, 0.182], [0.171, 0.116, -0.419], [0.100, 0.016, -0.078], [0.185, 0.068, 0.037], [0.062, 0.173, 0.353], [0.039, -0.599, 0.069], [-0.052, -0.030, 0.259], [-0.331, 0.555, -0.854], [-0.086, 0.039, 0.264], [-0.001, 0.018, 0.155], [-0.618, 0.458, -0.539], [0.058, -1.236, 0.861], [-0.039, 0.597, -0.859], [0.247, 0.528, -0.265], [-0.078, 0.229, 0.001], [-0.156, -0.425, -0.073], [0.136, 0.477, 0.097], [-0.203, -0.592, -0.021], [-0.031, -0.235, 0.332], [0.358, 0.260, -0.368], [-0.198, 0.129, -0.005], [0.222, -1.364, -0.286], [-0.254, 0.712, 0.670], [0.250, -0.159, -0.240], [0.060, -0.110, -0.034], [-0.142, -0.179, -0.111], [-0.116, 0.188, 0.080], [0.147, 0.037, -0.075], [0.044, 0.046, 0.057], [-0.045, 0.074, -0.053], [0.028, -0.222, -0.027], [0.155, -0.022, -0.015], [-0.069, -0.027, 0.025], [0.238, -0.208, 0.161], [0.199, -0.029, 0.257], [0.080, 0.121, 0.030], [0.071, 0.273, -0.103], [-0.144, -0.027, 0.020], [0.099, 0.223, -0.033], [0.086, 0.160, 0.006], [-0.028, -0.050, 0.119], [-0.040, 0.115, -0.016], [-0.088, -0.246, 0.031], [-0.059, -0.020, 0.093], [-0.078, -0.139, 0.181], [0.031, -0.001, 0.104], [0.110, -0.021, -0.114], [-0.020, -0.014, -0.251], [-0.212, -0.153, 0.041], [0.486, -0.184, -0.081], [-0.095, -0.013, 0.069], [-0.158, 0.543, -0.243], [-0.054, 0.040, 0.014], [-0.060, -0.267, -0.206], [0.074, -0.043, 0.220], [0.025, 0.007, 0.029], [0.010, 0.091, -0.003], [0.053, 0.042, -0.024], [-0.115, -0.002, 0.067], [-0.201, 0.100, 0.002], [0.062, -0.019, 0.012], [-0.003, -0.023, -0.016], [-0.006, -0.043, -0.004], [0.014, 0.240, 0.008], [0.392, -0.332, 0.128], [-0.124, 0.043, 0.005], [-0.300, -0.073, 0.066], [0.154, 0.081, 0.158], [0.138, 0.050, 0.033], [0.153, 0.055, -0.096], [0.008, -0.013, -0.023], [-0.066, -0.062, -0.031], [-0.007, -0.067, 0.008], [-0.044, 0.135, -0.044], [-0.176, 0.096, -0.066], [-0.073, -0.112, 0.007], [0.064, -0.007, 0.021], [-0.003, -0.012, 0.005]], "e_lumo_ev": -0.466, "smiles": "[H]/N=C(/C)Cc1cc2c(c([C@H](Cl)[C@H](C)Cl)c1)C(=O)N(OC[C@H](C)C(C)C)C2=O.CCOS(C)(=O)=O.CCOS(C)(=O)=O", "spin_multiplicity": 1, "de_lowest_kcal_mol": 0.0, "orbital_gap_ev": 9.400, "e_homo_ev": -9.9}



No. 2
{"formula": "C26H42Cl3MnN4O4Si", "method": "the ωB97M-V functional and the def2-TZVPD basis", "elements": ["C", "C", "H", "H", "H", "C", "C", "H", "H", "H", "H", "Mn", "Cl", "Cl", "H", "H", "C", "C", "N", "H", "C", "O", "H", "H", "H", "H", "H", "H", "C", "C", "N", "H", "C", "O", "H", "H", "H", "H", "O", "C", "C", "C", "H", "C", "H", "C", "H", "C", "C", "H", "H", "H", "Si", "Cl", "C", "C", "C", "H", "H", "H", "H", "H", "H", "H", "H", "H", "N", "C", "O", "C", "C", "C", "N", "C", "C", "H", "H", "H", "H", "H", "H"], "coordinates": [[-1.8609, -1.9947, -3.7312], [-1.3007, -2.7796, -2.5867], [-2.0136, -2.6144, -4.6169], [-1.1822, -1.1585, -3.9669], [-2.8291, -1.5540, -3.4542], [-0.7699, -4.0074, -2.6902], [-0.5629, -4.7206, -3.9828], [-0.4074, -4.5189, -1.7956], [-0.3214, -4.0272, -4.8019], [-1.4483, -5.2969, -4.2856], [0.2678, -5.4277, -3.8700], [0.0517, 1.7918, 0.2876], [-2.2896, 1.4421, 0.2938], [1.0583, 3.8452, -0.7530], [0.8872, 5.6072, 3.8941], [-1.6464, 6.3847, 3.0419], [1.0084, 5.2299, 2.8714], [-1.2308, 6.0333, 2.0877], [-0.3085, 4.9346, 2.3162], [1.6091, 4.3167, 2.8777], [-0.6380, 3.6857, 2.0287], [0.2277, 2.7570, 2.0788], [-2.0491, 5.6731, 1.4510], [-1.6777, 3.4714, 1.7257], [1.4903, 6.0037, 2.2645], [-0.7074, 6.8628, 1.5944], [1.7726, -0.9679, -3.1172], [2.4312, -3.3218, -1.5348], [2.7284, -0.6703, -2.6674], [3.2723, -2.6551, -1.2862], [2.8772, -1.2536, -1.3429], [2.7702, 0.4201, -2.5916], [2.5402, -0.5738, -0.2330], [2.1825, 0.6169, -0.2080], [3.6258, -2.8853, -0.2732], [2.6275, -1.1863, 0.6900], [3.5457, -1.0509, -3.2886], [4.0794, -2.8254, -2.0096], [-0.0538, -1.2965, -1.6780], [-1.1418, -1.9545, -1.3027], [0.2182, -3.0492, 0.5645], [-1.0274, -2.7316, 0.0222], [1.1107, -2.6565, 0.0711], [0.2954, -3.8474, 1.7057], [-2.0312, -1.2970, -1.2034], [-2.1947, -3.1641, 0.6545], [1.2795, -4.0868, 2.1173], [-0.8743, -4.3148, 2.3150], [-2.1251, -3.9694, 1.7906], [-3.1512, -2.8541, 0.2295], [-0.8076, -4.9492, 3.2011], [-3.0419, -4.3130, 2.2734], [-0.1425, 3.2819, -2.6957], [-0.1057, 1.2337, -2.0564], [1.4027, 3.9186, -3.6322], [-1.6036, 4.2490, -1.8970], [-1.1414, 3.1329, -4.3743], [2.3030, 3.3323, -3.3942], [1.5941, 4.9623, -3.3466], [1.2579, 3.8911, -4.7192], [-0.5499, 2.6285, -5.1474], [-1.3755, 4.1533, -4.7233], [-2.0869, 2.5935, -4.2241], [-2.0670, 3.6591, -1.0896], [-2.3819, 4.4444, -2.6485], [-1.2687, 5.2132, -1.4887], [-0.6845, -2.6799, 6.3442], [0.4761, -2.3078, 5.7026], [1.5764, -2.7181, 6.0573], [0.3258, -1.4433, 4.4946], [-0.8915, -1.2470, 3.8236], [-0.8970, -0.5138, 2.6338], [0.2061, 0.0267, 2.0909], [1.3641, -0.1251, 2.7474], [1.4720, -0.8555, 3.9346], [-0.5544, -3.1473, 7.2295], [-1.5302, -2.1421, 6.2432], [-1.8375, -1.6756, 4.1625], [-1.8227, -0.3464, 2.0845], [2.2457, 0.3552, 2.3211], [2.4526, -0.9756, 4.3908]], "atomic_forces_ev_per_a": [[0.053, 0.224, -0.118], [-0.361, -1.175, 0.944], [0.023, 0.098, -0.018], [-0.236, -0.258, 0.041], [0.175, -0.073, -0.012], [-0.442, 0.507, 0.173], [0.138, -0.290, -0.351], [-0.119, 0.198, -0.092], [-0.010, -0.236, 0.168], [0.127, -0.026, -0.067], [-0.086, 0.024, -0.232], [0.687, -1.743, -0.254], [-0.573, 0.127, 0.420], [0.745, 0.310, 1.255], [0.057, -0.041, -0.110], [0.068, 0.071, -0.187], [-0.119, 0.168, -0.113], [-0.210, -0.181, 0.207], [0.002, 0.101, 0.197], [-0.177, 0.288, -0.072], [1.413, -0.851, 0.173], [-1.481, 1.551, 0.708], [0.240, 0.221, 0.122], [0.311, 0.158, -0.072], [0.003, -0.186, 0.057], [-0.155, -0.272, 0.032], [0.048, 0.058, 0.317], [0.146, 0.245, -0.006], [-0.120, 0.003, -0.116], [-0.278, 0.161, 0.121], [0.213, 0.179, 0.400], [-0.025, -0.244, -0.005], [-0.323, 0.443, -0.655], [0.318, -0.886, 0.375], [-0.048, -0.048, -0.251], [0.017, 0.240, -0.275], [0.020, 0.190, 0.032], [-0.080, 0.022, 0.240], [1.856, 0.979, 0.835], [-0.227, -0.366, -0.605], [-0.229, -0.060, 0.068], [-0.301, -0.094, -0.682], [-0.509, -0.196, 0.108], [-0.088, 0.146, -0.006], [-0.293, 0.001, 0.217], [0.262, -0.157, 0.181], [-0.319, -0.037, 0.009], [0.081, -0.073, 0.015], [0.162, 0.173, -0.007], [0.164, -0.166, 0.110], [-0.028, 0.172, -0.191], [0.240, 0.029, -0.076], [-1.468, 0.292, -2.074], [0.003, 0.813, -1.529], [0.279, 0.149, 0.200], [0.143, 0.308, 0.152], [0.059, -0.694, 0.270], [-0.225, 0.204, 0.102], [0.097, -0.184, 0.019], [-0.061, -0.049, 0.260], [-0.219, -0.031, -0.039], [0.136, -0.227, 0.100], [0.088, 0.095, -0.170], [0.253, 0.165, -0.190], [0.219, -0.086, 0.198], [-0.087, -0.172, 0.019], [0.374, 0.147, 0.131], [0.429, -0.455, 0.279], [-0.876, 0.286, -0.066], [-0.072, 0.483, -0.912], [0.392, 0.108, -0.010], [0.265, -0.001, -0.069], [-0.057, -0.145, 0.432], [-0.381, -0.312, 0.441], [-0.215, 0.014, -0.196], [0.009, 0.022, -0.152], [0.157, -0.025, -0.125], [0.385, 0.065, -0.097], [0.246, -0.054, 0.055], [-0.285, -0.076, -0.035], [-0.319, -0.064, 0.054]], "e_lumo_ev": [2.150, 2.140], "total_charge": -1, "spin_multiplicity": 6, "de_lowest_kcal_mol": 10.4, "orbital_gap_ev": [5.475, 5.456], "e_homo_ev": [-3.3, -3.3]}



No. 3
{"formula": "C26H42ClF2N6O9PS", "method": "the ωB97M-V functional and the def2-TZVPD basis", "elements": ["N", "P", "C", "C", "C", "O", "C", "N", "C", "C", "C", "N", "C", "C", "N", "N", "C", "O", "F", "C", "O", "F", "O", "S", "O", "O", "C", "C", "C", "C", "O", "N", "C", "C", "C", "C", "C", "C", "C", "C", "O", "Cl", "H", "H", "H", "H", "H", "H", "H", "H", "H", "H", "H", "H", "H", "H", "H", "H", "H", "H", "H", "H", "H", "H", "H", "H", "H", "H", "H", "H", "H", "H", "H", "H", "H", "H", "C", "C", "C", "O", "H", "H", "H", "H", "H", "H", "H", "H"], "coordinates": [[1.6813, -2.2901, 3.9393], [2.0505, -0.8426, 3.3735], [1.6647, -0.5649, 1.4984], [2.1090, 0.9508, 1.2606], [3.6097, 1.3585, 0.9207], [3.5349, 2.6378, 0.1646], [4.4959, 1.8413, 2.2161], [5.8821, 2.2298, 1.7656], [2.3950, -1.7488, 0.6927], [3.7267, -2.3973, 1.2961], [5.0706, -1.5617, 1.4185], [6.1818, -2.5708, 1.6979], [2.3743, -1.6168, -0.9462], [1.8357, -2.9874, -1.6599], [2.3788, -4.2570, -1.0911], [3.7122, -1.1628, -1.5037], [3.5693, -0.1223, -2.5472], [4.0541, 1.0246, -2.3382], [2.9850, -0.3047, -3.8400], [4.5253, -2.2268, -2.0907], [5.4719, -2.7779, -1.4595], [4.3971, -2.7228, -3.4490], [1.4528, -0.5972, -1.4012], [-0.0291, -0.5085, -0.6509], [-1.0837, -1.3306, -1.3320], [-0.4725, 0.9169, -1.0349], [0.0127, -0.5944, 1.2260], [-0.6716, 0.7053, 1.9195], [-2.2279, 0.6825, 2.2468], [-3.2403, 0.9039, 1.0315], [-3.2208, 0.3429, -0.0924], [-4.4147, 1.8282, 1.2713], [-5.5489, 1.1237, 0.5565], [-6.1342, 1.8833, -0.6851], [-7.2755, 1.1816, -1.4929], [-7.7812, -0.2491, -1.0447], [-7.2319, -1.0063, 0.2014], [-6.0880, -0.2942, 1.0133], [-0.6793, -1.8614, 1.9061], [-1.9984, -2.5013, 1.3198], [-3.1956, -2.2102, 1.5023], [-1.7600, -4.0148, 0.2494], [1.0231, -2.1646, 4.7265], [1.4078, 0.1315, 4.2103], [3.4811, -0.7024, 3.5964], [1.8957, 1.5155, 2.2628], [1.4669, 1.5492, 0.4962], [4.1899, 0.6904, 0.2049], [2.9210, 3.2251, 0.6618], [3.9927, 2.8009, 2.5856], [4.5166, 1.0827, 3.0648], [5.9129, 3.2655, 1.6956], [6.0430, 1.9018, 0.7894], [1.6577, -2.6562, 0.7895], [4.0023, -3.2762, 0.5815], [3.5786, -2.9531, 2.3086], [5.4188, -1.0553, 0.4336], [5.1546, -0.8113, 2.2739], [6.1246, -3.3451, 1.0046], [5.9589, -2.9204, 2.6474], [0.6828, -3.1038, -1.5479], [1.9906, -2.9578, -2.8112], [1.7616, -4.5531, -0.3074], [2.2349, -5.0015, -1.8082], [-0.1466, 0.8864, 2.9421], [-0.4915, 1.6942, 1.3513], [-2.3971, 1.6111, 2.9348], [-2.5825, -0.1903, 2.9276], [-4.6176, 1.6681, 2.2864], [-5.7594, 2.9105, -1.0109], [-7.6950, 1.7063, -2.4215], [-8.5974, -0.7720, -1.6676], [-7.5711, -2.0483, 0.5439], [-5.5763, -0.7748, 1.9339], [-0.9104, -1.5594, 3.0065], [0.0169, -2.7796, 2.0682], [-3.3695, 2.6807, -3.1765], [-4.3131, 3.4233, -4.1082], [-3.5562, 4.0998, -5.2403], [-5.0351, 4.4067, -3.3666], [-2.6540, 3.3690, -2.7140], [-3.9261, 2.2096, -2.3620], [-2.8127, 1.9075, -3.7120], [-5.0461, 2.7248, -4.5221], [-2.8475, 4.8378, -4.8501], [-4.2461, 4.6394, -5.8954], [-3.0050, 3.3694, -5.8384], [-4.3947, 5.0296, -2.9963]], "atomic_forces_ev_per_a": [[-0.573, 0.975, 0.113], [-0.001, -2.203, 0.862], [-0.047, 0.862, 0.129], [0.218, 1.526, 0.384], [0.472, 1.945, 0.398], [-0.798, -0.911, 0.723], [-0.295, -0.102, -1.028], [-0.906, 0.266, -0.365], [-1.340, -1.796, -0.268], [0.865, -0.616, -0.517], [1.587, -0.599, -0.794], [-1.332, 0.516, 0.327], [-0.755, -1.721, 0.275], [-1.495, -0.580, -0.402], [-0.518, -0.251, -0.465], [-0.732, -0.850, -3.736], [1.905, 6.625, -0.538], [-2.434, -5.950, -0.960], [1.064, -0.782, 3.428], [5.282, -4.169, 1.989], [-4.970, 2.973, -2.953], [-0.671, 2.067, 2.988], [-0.204, -0.705, 2.094], [-7.025, 5.191, -5.364], [3.723, -0.421, 2.568], [2.985, -3.417, 2.274], [1.273, -0.202, 1.767], [-0.183, 1.215, -0.053], [-0.760, 1.189, 0.832], [-1.011, -1.126, -3.194], [1.133, 1.773, 4.402], [0.230, -3.952, 0.769], [-3.161, -0.575, -2.400], [-1.780, -4.078, 1.114], [1.855, -1.875, 3.244], [1.907, 1.218, 1.444], [2.166, 4.133, -0.769], [-1.070, 1.979, -2.822], [0.223, -1.689, 1.003], [-4.277, 0.655, -0.334], [5.417, -0.801, -0.191], [0.389, 1.203, 1.008], [0.410, -0.398, -0.576], [0.534, 0.240, -0.907], [-1.042, 0.716, -0.817], [0.291, -0.870, -1.579], [0.997, -1.584, 0.987], [-0.928, 0.627, 1.215], [0.635, -0.539, -0.479], [0.415, -1.472, -0.260], [0.104, 0.928, -1.100], [0.000, -1.116, 0.023], [-0.222, 0.256, 1.101], [1.084, 1.682, 0.113], [-0.649, 1.610, 1.065], [-0.333, 1.254, -1.607], [-1.052, -0.708, 1.734], [-0.467, -0.934, -1.265], [-0.013, 0.749, 0.854], [0.478, -0.238, -0.919], [1.774, 1.224, -0.085], [0.106, 0.252, 2.069], [0.676, 0.326, -0.704], [0.365, 0.853, 0.758], [-0.796, -0.732, -1.735], [-0.178, -1.932, 0.555], [0.415, -1.458, -1.198], [0.570, 1.243, -1.585], [0.121, 0.740, -0.869], [-0.485, -1.690, 0.638], [0.611, -1.042, 1.627], [1.470, 1.040, 1.100], [0.442, 1.912, -0.807], [-1.047, 0.761, -1.786], [0.208, -0.384, -2.046], [-0.891, 1.830, -0.565], [-0.127, -0.259, 0.123], [0.709, 0.251, 0.188], [-0.158, 0.049, -0.309], [-0.376, 0.045, 0.086], [0.033, 0.013, -0.157], [0.088, -0.071, -0.145], [0.005, 0.048, 0.111], [-0.103, 0.181, 0.134], [0.035, -0.144, 0.068], [0.030, -0.107, 0.033], [-0.003, 0.077, 0.046], [-0.090, -0.174, -0.105]], "e_lumo_ev": -0.851, "smiles": "N=[PH2][C@@]1(C[C@@H](O)CN)[C@H](CCN)[C@](CN)(N(C(=O)F)C(=O)F)OS(=O)(=O)[C@@]1(CCC(=O)Nc1ccccc1)CC(=O)Cl.CC(C)O", "spin_multiplicity": 1, "orbital_gap_ev": 7.601, "e_homo_ev": -8.5}